Entry 1:
Computed, not measured: C42H54BrN5O3PPt as an isolated structure, with wB97M-V/def2-TZVPD.

The strongest force on any atom comes out at 0.80 eV/A. For the HOMO energy, the calculation gives -15.862 eV. The value obtained for the LUMO energy is -9.7 eV. The calculation puts the HOMO-LUMO gap at 6.2 eV. The net charge is +3. For the total energy, the calculation gives -5166.21663 Eh.

Geometry as XYZ:
```
107
C42H54BrN5O3PPt | the OMol25 dataset | wB97M-V/def2-TZVPD
Pt -0.756 2.550 -0.142
C 0.449 4.938 -1.059
N -0.482 4.549 0.058
C 0.126 4.841 1.409
C -0.057 3.696 2.362
C -0.009 3.801 3.732
C -0.035 2.630 4.491
C -0.094 1.396 3.863
C -0.162 1.347 2.482
N -0.145 2.484 1.777
C -1.858 5.131 -0.126
C -2.885 4.279 0.568
C -4.071 4.761 1.076
C -4.971 3.863 1.643
C -4.652 2.515 1.703
C -3.447 2.087 1.179
N -2.602 2.959 0.615
C 1.539 3.906 -1.149
C 2.817 4.189 -1.561
C 3.733 3.142 -1.672
C 3.342 1.861 -1.339
C 2.045 1.628 -0.902
N 1.172 2.637 -0.832
H 0.831 5.945 -0.896
H -0.139 4.929 -1.979
H -0.248 5.789 1.791
H 1.201 4.950 1.243
H 0.061 4.770 4.208
H -0.004 2.691 5.571
H -0.102 0.476 4.430
H -0.216 0.426 1.899
H -2.065 5.133 -1.198
H -1.864 6.162 0.229
H -4.294 5.818 1.028
H -5.912 4.220 2.041
H -5.326 1.796 2.146
H -3.145 1.048 1.181
H 3.096 5.205 -1.806
H 4.742 3.341 -2.011
H 4.030 1.031 -1.410
H 1.653 0.650 -0.608
Br -4.703 1.292 -6.400
C -4.132 0.550 -4.779
C -4.549 -0.735 -4.409
N -4.178 -1.326 -3.278
C -3.377 -0.668 -2.458
C -2.919 0.621 -2.740
C -3.301 1.246 -3.931
C -2.043 1.276 -1.803
O -1.662 0.758 -0.697
O -1.561 2.472 -1.999
H -5.205 -1.298 -5.062
H -3.076 -1.177 -1.549
H -2.952 2.238 -4.184
O 0.497 -0.682 0.148
P 1.053 -2.094 0.038
C 1.846 -2.287 -1.601
C 2.326 -3.704 -1.975
C 1.268 -4.576 -2.653
C 0.606 -3.865 -3.828
C 0.006 -2.529 -3.403
C 1.057 -1.632 -2.752
C -0.329 -3.302 0.181
C -1.563 -2.737 0.913
C -1.574 -2.967 2.421
C -1.346 -4.437 2.756
C -0.022 -4.914 2.172
C 0.025 -4.725 0.656
C 2.359 -2.491 1.272
C 2.088 -1.813 2.644
C 3.149 -0.766 3.005
C 3.480 0.099 1.794
C 4.177 -0.748 0.720
C 3.809 -2.230 0.827
H 2.745 -1.675 -1.453
H 2.735 -4.221 -1.103
H 3.163 -3.586 -2.670
H 0.502 -4.888 -1.939
H 1.749 -5.492 -2.996
H -0.167 -4.502 -4.259
H 1.344 -3.694 -4.618
H -0.835 -2.698 -2.721
H -0.408 -2.011 -4.271
H 0.598 -0.699 -2.411
H 1.786 -1.362 -3.524
H -0.620 -3.384 -0.870
H -2.441 -3.238 0.490
H -1.654 -1.673 0.683
H -2.531 -2.631 2.828
H -0.798 -2.363 2.904
H -2.166 -5.032 2.343
H -1.360 -4.590 3.836
H 0.141 -5.968 2.400
H 0.792 -4.369 2.659
H -0.709 -5.403 0.211
H 0.993 -5.043 0.261
H 2.270 -3.572 1.393
H 2.039 -2.571 3.426
H 1.109 -1.326 2.631
H 4.058 -1.251 3.367
H 2.794 -0.158 3.841
H 4.104 0.949 2.074
H 2.542 0.500 1.389
H 5.259 -0.652 0.817
H 3.931 -0.367 -0.276
H 4.450 -2.701 1.576
H 4.035 -2.748 -0.104
```



Entry 2:
Computed, not measured: a 6-piece molecular cluster, C42H54F6N9O8S2 overall at a distorted geometry, with wB97M-V/def2-TZVPD.

The strongest force on any atom comes out at 4.69 eV/A. For the HOMO energy, the calculation gives -18.230 eV. The value obtained for the LUMO energy is -11.5 eV. The calculation puts the HOMO-LUMO gap at 6.7 eV. The net charge is +5. For the total energy, the calculation gives -4121.16611 Eh.

Geometry as XYZ:
```
121
C42H54F6N9O8S2 | the OMol25 dataset | wB97M-V/def2-TZVPD
N -0.454 0.891 -0.978
O 0.232 -0.082 -1.323
O -1.340 1.333 -1.749
O -0.345 1.366 0.178
C 3.112 -0.150 3.100
C 2.590 0.256 1.702
C 3.084 1.613 1.248
O 2.844 2.538 2.268
C 1.712 3.357 2.113
N 2.907 -0.732 0.598
H 3.907 -0.769 0.378
H 2.617 -1.709 0.810
H 2.534 -0.420 -0.302
H 2.730 -1.154 3.299
H 2.692 0.504 3.857
H 4.200 -0.189 3.136
H 1.509 0.251 1.831
H 2.787 1.951 0.245
H 4.174 1.558 1.101
H 1.438 3.830 3.059
H 0.769 2.823 1.943
H 1.845 4.152 1.375
C 7.423 4.610 -0.106
N 5.982 4.793 -0.375
C 5.361 5.811 0.242
C 4.002 6.054 0.038
C 3.272 5.216 -0.815
C 3.976 4.213 -1.456
C 5.295 3.998 -1.258
C 1.799 5.440 -0.991
C 1.295 6.688 -1.322
C -0.058 6.837 -1.506
N -0.896 5.788 -1.377
C -0.443 4.567 -1.012
C 0.915 4.375 -0.775
C -2.341 6.049 -1.366
H 7.894 5.555 -0.373
H 7.836 3.876 -0.794
H 7.602 4.353 0.934
H 6.007 6.388 0.890
H 3.492 6.958 0.341
H 3.558 3.608 -2.255
H 5.981 3.258 -1.646
H 2.015 7.491 -1.401
H -0.566 7.785 -1.608
H -1.273 3.892 -0.851
H 1.247 3.385 -0.498
H -2.865 5.392 -2.056
H -2.572 7.063 -1.683
H -2.693 5.935 -0.343
C -4.128 -0.459 -0.811
N -4.162 -0.655 0.652
C -3.480 0.143 1.485
C -3.532 -0.084 2.853
C -4.208 -1.159 3.398
C -4.698 -2.054 2.454
C -4.831 -1.758 1.112
C -4.331 -1.393 4.856
C -4.060 -2.673 5.333
C -4.204 -2.970 6.667
N -4.311 -1.965 7.577
C -4.420 -0.697 7.145
C -4.529 -0.399 5.798
C -4.367 -2.238 9.004
H -3.577 -1.254 -1.305
H -3.622 0.486 -1.010
H -5.145 -0.298 -1.167
H -2.892 0.916 1.007
H -2.932 0.584 3.459
H -5.075 -3.014 2.788
H -5.346 -2.366 0.385
H -4.065 -3.528 4.669
H -4.060 -3.938 7.129
H -4.615 0.045 7.906
H -4.931 0.537 5.431
H -5.067 -3.038 9.252
H -4.589 -1.357 9.597
H -3.419 -2.678 9.323
C -3.444 -0.387 -8.606
N -2.726 -1.063 -7.457
C -1.448 -1.390 -7.676
C -0.762 -2.152 -6.723
C -1.459 -2.472 -5.570
C -2.744 -1.986 -5.321
C -3.390 -1.303 -6.310
C -0.727 -3.292 -4.529
C 0.058 -4.367 -4.941
C 0.840 -4.975 -3.978
N 0.977 -4.459 -2.757
C 0.275 -3.387 -2.343
C -0.651 -2.824 -3.222
C 1.772 -5.216 -1.765
H -2.876 0.526 -8.768
H -4.425 -0.095 -8.246
H -3.429 -1.105 -9.418
H -1.047 -1.008 -8.604
H 0.254 -2.473 -6.895
H -3.188 -2.213 -4.364
H -4.416 -0.973 -6.268
H 0.065 -4.809 -5.927
H 1.372 -5.877 -4.251
H 0.495 -3.059 -1.339
H -1.099 -1.873 -2.963
H 1.847 -4.647 -0.843
H 2.728 -5.458 -2.216
H 1.167 -6.062 -1.439
C -0.607 -2.325 1.708
F 0.060 -1.509 2.508
F -1.848 -2.472 2.173
F -0.727 -1.741 0.516
S 0.452 -3.972 1.671
O 0.395 -4.397 3.050
O -0.042 -4.951 0.728
N 1.991 -3.359 1.182
S 2.948 -4.358 1.923
O 3.285 -3.943 3.254
O 2.663 -5.753 1.717
C 4.537 -4.086 0.934
F 4.248 -4.268 -0.378
F 5.004 -2.827 1.033
F 5.430 -4.975 1.268
```